Entry 1:
Formula: C2H7NO
Source: OMol25
Level of theory: wB97M-V/def2-TZVPD

The calculation puts the electronic energy at -5719.1080 eV. The energy above the lowest of the compared OMol25 structures with the same formula, charge and spin is 141.4 kcal/mol. The net charge is 0. For the largest force on an atom, the calculation gives 8.02 eV/A. The orbital gap is 8.880 eV.

Last column: Mulliken charge in e.
Atoms and positions in Å:
C1 -0.539383 0.296305 0.051860  -0.54
C2 0.732216 0.951656 0.494864  -1.02
N1 -0.557951 -0.822674 -0.712440  -0.24
O1 0.449254 -1.711320 -0.484711  -0.33
H1 0.014415 -2.577089 -0.432312  0.36
H2 -0.820179 0.103183 -1.773621  0.25
H3 -1.397478 0.933367 -0.120966  0.42
H4 -1.014130 -0.529262 1.152207  0.18
H5 0.567567 1.434155 1.459904  0.32
H6 1.535244 0.229628 0.613999  0.31
H7 1.030426 1.692052 -0.248785  0.30

Forces on atoms 1 to 6 (eV/Å):
-1.1216 -2.5969 7.5070
-0.0018 0.3812 -0.1263
-3.3490 1.8991 -5.7274
1.0517 0.4782 -0.5120
-0.1190 0.3916 -0.2941
2.0493 -3.7910 0.9795

Entry 2:
Formula: C21H35FP2Pd
Source: OMol25
Level of theory: wB97M-V/def2-TZVPD

The calculation puts the electronic energy at -47109.8355 eV. The energy above the lowest of the compared OMol25 structures with the same formula, charge and spin is 88.2 kcal/mol. The net charge is 0. For the largest force on an atom, the calculation gives 4.80 eV/A. The multiplicity is 3. The orbital gap (alpha / beta) is 6.338 / 6.723 eV.

Last column: Mulliken charge in e.
Atoms and positions in Å:
P1 -0.345841 -1.579800 -2.417421  1.38
P2 0.804270 1.564008 -0.788043  1.22
C1 0.362049 -0.011507 -3.027772  -1.21
C2 1.446482 0.634155 -2.164689  -1.01
H1 -0.487782 0.648098 -3.260075  0.62
H2 0.853645 -0.252986 -3.973348  0.60
H3 2.191551 -0.078720 -1.773081  0.34
H4 1.924174 1.440053 -2.729226  0.70
C3 -0.399699 2.802042 -1.292933  -1.45
H5 -0.604908 3.535275 -0.500199  0.37
H6 -1.355282 2.345034 -1.581306  0.32
H7 0.059140 3.303932 -2.159753  0.44
C4 2.338234 2.762006 -0.403406  -1.68
H8 2.289325 3.191510 -1.439789  0.46
H9 3.347490 2.306810 -0.318310  0.41
H10 2.209290 3.606963 0.318853  0.42
C5 -1.598627 -2.182164 -3.654846  -1.61
H11 -1.882501 -3.208791 -3.407081  0.34
H12 -1.208409 -2.156475 -4.674105  0.51
H13 -2.516185 -1.587460 -3.665648  0.38
C6 0.945702 -2.634384 -3.467043  -2.08
H14 1.968186 -2.313991 -3.216230  0.37
H15 0.750571 -2.438424 -4.528235  0.56
H16 0.806714 -3.715352 -3.274994  0.41
Pd1 1.612429 1.498483 1.074189  -0.58
C7 -1.479001 -0.434994 -0.253508  -1.74
C8 -1.953207 -0.920794 -1.483143  -0.04
C9 -3.067292 -1.868694 -0.964671  -1.01
C10 -2.426751 -3.168478 -0.429493  -0.62
C11 -1.213490 -3.584776 -1.091625  -1.44
C12 0.034558 -2.866548 -1.059411  -0.07
C13 0.532133 -2.039074 0.110543  -1.25
C14 -0.566491 -1.104105 0.667124  0.72
C15 1.948831 0.475587 3.376096  -1.37
H17 -1.720265 0.629042 0.010057  0.62
H18 -2.353721 -0.152814 -2.153822  0.89
H19 -3.814751 -2.079178 -1.738545  0.36
H20 -3.602121 -1.401319 -0.119820  0.43
H21 -2.343989 -3.093156 0.662348  0.37
H22 -3.139969 -3.964968 -0.617190  0.40
H23 -1.236879 -4.495549 -1.678240  0.48
H24 0.828666 -3.545470 -1.377229  1.18
H25 1.409954 -1.468098 -0.213467  0.15
H26 0.925488 -2.642224 0.934221  0.58
H27 -1.159511 -1.713055 1.375413  0.62
H28 -0.086349 -0.296007 1.273533  -0.95
H29 2.708218 0.402350 4.155736  0.45
H30 2.481856 0.516411 2.412323  0.42
H31 1.270409 -0.381354 3.443735  0.30
F1 -0.633543 4.065649 6.564730  -0.32
C16 -0.082241 3.499559 5.440345  0.56
C17 1.303757 3.612419 5.263131  -0.58
C18 1.880422 2.838082 4.257751  -0.54
C19 1.163403 1.795469 3.625571  0.47
C20 -0.239413 1.885492 3.689203  0.00
C21 -0.868353 2.600895 4.718691  -0.74
H32 1.870837 4.324265 5.868703  0.39
H33 2.868061 3.120825 3.867172  0.36
H34 -0.813824 1.479411 2.859152  0.30
H35 -1.935428 2.496877 4.929055  0.39

Forces on atoms 1 to 6 (eV/Å):
-1.5633 -3.1326 -2.7160
-1.7068 -0.6648 0.6087
0.0690 0.3206 -0.1118
-0.1945 0.9860 -0.7326
0.3667 0.1316 0.2567
-0.3554 -0.1622 -0.0232

Entry 3:
Formula: C5H6ClNO
Source: OMol25
Level of theory: wB97M-V/def2-TZVPD

The calculation puts the electronic energy at -21340.0020 eV. The energy above the lowest of the compared OMol25 structures with the same formula, charge and spin is 57.2 kcal/mol. The net charge is 0. For the largest force on an atom, the calculation gives 3.12 eV/A. The orbital gap is 10.295 eV.

Last column: Mulliken charge in e.
Atoms and positions in Å:
N1 -0.730758 0.657738 -1.782945  -0.62
C1 -0.128609 -0.296395 -0.864923  0.04
C2 -1.102791 -0.574706 0.298030  -0.62
C3 -0.494063 -0.419132 1.430734  0.06
Cl1 -1.129187 -0.716164 2.980080  -0.20
C4 0.907336 0.083284 1.229606  -0.01
O1 1.737428 -0.892917 0.553508  -0.46
C5 1.084205 0.234814 -0.142514  -0.26
H1 -1.267961 1.504071 -1.364075  0.25
H2 -0.021781 0.869475 -2.440507  0.23
H3 0.129827 -1.202797 -1.370924  0.28
H4 -2.164943 -0.814345 0.209396  0.38
H5 1.388324 0.715859 1.922219  0.50
H6 1.792973 0.851215 -0.657683  0.42

Forces on atoms 1 to 6 (eV/Å):
-1.6387 0.7416 0.9392
-2.0373 1.5772 1.0591
-0.7321 -0.3353 -1.8630
1.2068 0.7164 1.2783
-0.1778 0.0250 0.5329
-0.3924 -1.0334 1.7355

Entry 4:
Formula: C12H16Cl3F3O3Re
Source: OMol25
Level of theory: wB97M-V/def2-TZVPD

The calculation puts the electronic energy at -66694.1072 eV. The net charge is -2. For the largest force on an atom, the calculation gives 7.91 eV/A. The multiplicity is 4. The orbital gap (alpha / beta) is 3.065 / 2.845 eV.

Last column: Mulliken charge in e.
Atoms and positions in Å:
C1 -1.334873 0.792508 -1.295001  0.66
C2 -1.578105 -0.606882 -1.658391  0.71
C3 -0.306094 -1.325853 -1.416737  1.04
C4 -2.717896 -1.087797 -2.487164  -1.63
C5 0.654720 -0.311069 -0.973737  0.32
C6 0.013564 0.939807 -0.905962  0.61
C7 0.686968 2.204610 -0.471884  -1.10
C8 -2.320818 1.898743 -1.425944  -1.89
C9 0.064401 -2.644845 -2.001685  -2.03
C10 2.086055 -0.527398 -0.694098  -1.19
Re1 -1.541423 -1.423227 0.252963  1.07
Cl1 -2.376908 -3.292098 0.109545  -0.40
Cl2 -3.163863 -0.207348 1.365082  -0.47
Cl3 -0.055157 -1.745315 1.951958  -0.38
H1 -3.603714 -0.456600 -2.314821  0.40
H2 -2.993461 -2.109922 -2.215657  0.26
H3 -2.439378 -1.078419 -3.555440  0.30
H4 -0.760201 -3.355557 -1.961095  0.31
H5 0.894676 -3.082719 -1.438313  0.44
H6 0.366628 -2.539098 -3.054955  0.30
H7 2.326011 -1.589199 -0.703034  0.30
H8 2.345490 -0.101348 0.284015  0.12
H9 2.725881 -0.026565 -1.433981  0.29
H10 1.160265 2.101146 0.523335  0.09
H11 -0.018097 3.044496 -0.441616  0.33
H12 1.486634 2.473900 -1.181404  0.31
H13 -3.318524 1.570433 -1.099018  0.34
H14 -2.379048 2.239908 -2.476822  0.24
H15 -2.012487 2.756843 -0.804657  0.49
O1 -0.321602 2.413654 3.223375  -0.97
H16 -0.962345 1.830580 2.742551  0.10
F1 3.083139 0.064252 5.326284  -0.28
C11 3.290267 0.297746 4.014209  0.71
F2 4.257028 1.239674 3.888310  -0.28
F3 3.716377 -0.856716 3.416102  -0.29
C12 1.909752 0.755675 3.147194  0.42
O2 0.818355 0.558605 3.693896  -0.51
O3 2.317786 1.185406 2.072589  -0.77

Forces on atoms 1 to 6 (eV/Å):
0.3225 -1.0933 -0.4720
0.6120 0.8881 -0.9295
0.5199 0.9134 -1.3359
-0.2401 -0.0343 -0.6227
-0.8762 -0.5482 -0.6556
-0.2574 0.0600 0.4738